1.
C10H17Cl20NbO3P | the ωB97M-V functional and the def2-TZVPD basis

Results
LUMO energy = 1.28 eV
orbital gap = 6.15 eV
highest occupied orbital energy = -4.87 eV
net charge = -1

```
52
Properties=species:S:1:pos:R:3:forces:R:3
C 4.624302 -1.355950 -1.687110 -0.264 -0.771 -0.364
C 3.411572 -2.237416 -2.124110 0.008 0.635 -0.621
C 2.101702 -1.906834 -1.386510 0.806 0.694 0.708
C 2.132865 -2.016652 0.181034 -0.610 -0.178 -0.596
C 0.612827 -1.965582 0.656090 0.804 0.278 0.297
Nb 3.097245 -3.880258 1.065919 -1.476 2.701 0.312
P 1.783140 -5.539691 -0.401643 -2.129 -2.427 -0.358
O 0.319432 -5.673909 -0.011654 1.739 0.530 -0.552
O 2.472904 -7.071774 -0.177849 -1.032 1.442 -0.799
O 1.893471 -5.298632 -2.061454 0.880 -0.797 1.035
H 4.932180 -0.691443 -2.503396 -0.191 0.160 0.307
H 5.473617 -2.026765 -1.510586 -0.097 0.311 0.275
H 4.390859 -0.799866 -0.775392 0.246 0.013 -0.155
H 3.704700 -3.286471 -2.068490 -0.318 0.004 0.218
H 3.234133 -2.029022 -3.195624 0.004 -0.201 0.237
H 1.888268 -0.847492 -1.620535 -0.127 -0.214 -0.084
H 1.235636 -2.470695 -1.751463 0.322 -0.159 -0.104
H 2.613992 -1.129793 0.627136 0.031 -0.239 -0.362
H -0.075491 -1.946231 -0.196313 0.180 -0.346 0.126
H 0.436687 -1.027107 1.194810 0.039 -0.173 0.015
H 0.352829 -2.778158 1.340617 -0.244 0.011 -0.219
H 1.804612 -4.093765 2.354347 0.503 -0.698 0.511
H 3.936755 -5.294142 1.885543 0.368 0.083 -0.041
H 4.549429 -3.867424 -0.040909 0.466 -0.720 0.279
H 4.030614 -2.805808 2.205367 0.193 -0.207 0.034
H 3.355274 -7.025390 -0.542039 0.669 -0.140 -0.034
H 1.153189 -4.789171 -2.373558 -0.630 0.269 -0.053
C -0.911356 1.496883 -1.178819 -0.035 -0.168 0.017
Cl -1.795672 0.297956 -0.227766 -0.012 0.230 -0.123
Cl 0.442361 2.118815 -0.221114 -0.075 -0.055 -0.075
Cl -0.296502 0.753328 -2.662890 -0.092 0.086 0.115
Cl -1.998241 2.836246 -1.594089 0.221 -0.252 0.113
C -1.575472 -1.532313 4.008817 0.135 -0.236 -0.018
Cl -2.498458 -1.210454 5.490337 -0.022 0.025 -0.053
Cl -0.406524 -0.223576 3.762862 -0.095 -0.048 0.050
Cl -0.728490 -3.073947 4.162911 -0.066 0.275 -0.071
Cl -2.685413 -1.608843 2.628295 0.054 0.038 0.114
C -3.202767 6.714380 -0.465749 0.109 -0.207 0.073
Cl -4.649692 7.740255 -0.487889 0.078 -0.051 -0.008
Cl -1.757117 7.732213 -0.567844 -0.131 -0.066 0.011
Cl -3.164222 5.772638 1.031359 -0.015 0.135 -0.068
Cl -3.240043 5.598504 -1.836834 0.032 0.427 0.059
C -6.452289 5.146257 -4.695006 0.002 0.018 0.059
Cl -6.723451 6.162241 -6.121421 0.018 -0.076 0.089
Cl -7.901543 4.179839 -4.374232 0.109 0.070 -0.035
Cl -5.077710 4.068927 -4.989386 -0.090 0.076 0.031
Cl -6.102038 6.170750 -3.295856 -0.258 -0.048 -0.247
C -1.747502 4.942291 4.909809 0.073 -0.118 -0.048
Cl -1.399065 3.382251 4.150463 -0.058 0.157 0.072
Cl -3.476108 5.301120 4.752700 0.104 -0.003 -0.004
Cl -1.314392 4.875867 6.626222 -0.038 0.013 -0.122
Cl -0.805037 6.213813 4.112891 -0.088 -0.084 0.056
```
Positions in Å, forces in eV/Å.



2.
C10H17Cl2NZr | the ωB97M-V functional and the def2-TZVPD basis

Results
LUMO energy (spin up / spin down) = -0.10 / -0.10 eV
orbital gap (spin up / spin down) = 6.42 / 6.42 eV
highest occupied orbital energy (spin up / spin down) = -6.52 / -6.52 eV

```
31
Properties=species:S:1:pos:R:3:forces:R:3
Zr -1.387977 2.154746 -0.027766 -2.230 3.123 -0.959
Cl -2.418271 2.190980 -2.165977 -0.233 -0.606 -0.474
Cl -2.386350 2.406879 2.087513 -0.330 -0.291 0.938
C -1.291992 4.208994 -0.251893 0.852 -1.110 0.151
H -1.171906 4.929638 0.566350 -0.133 -0.124 -0.108
H -1.468910 4.698413 -1.220777 0.149 -0.091 0.345
C -0.645506 -1.577058 0.790111 1.607 -1.559 0.799
C -1.584473 -0.729041 0.495966 -2.211 1.235 0.170
H 0.167085 -1.308084 1.475292 -0.590 -0.099 0.299
C -2.569231 -0.938579 -0.628047 -0.061 -0.256 -0.288
H -1.840016 0.076503 1.224718 0.718 -0.229 -0.657
C -2.767288 -2.431098 -0.951170 -0.186 0.242 0.374
H -3.536117 -0.465630 -0.400374 0.242 -0.151 -0.029
H -2.186876 -0.402630 -1.519706 -0.208 -0.306 0.298
C -1.470731 -3.238502 -0.966815 0.213 0.162 -0.023
H -3.420926 -2.851096 -0.174668 0.039 0.040 -0.118
H -3.294998 -2.529203 -1.901636 0.023 -0.069 0.032
C -0.596478 -2.995414 0.285566 0.109 -0.203 -0.963
H -1.735322 -4.299797 -1.022877 0.172 0.099 -0.087
H -0.880752 -3.003904 -1.864794 -0.179 0.027 0.148
H -0.924997 -3.706625 1.063803 0.223 0.509 0.057
H 0.442281 -3.254336 0.037165 -0.173 -0.121 0.154
C 3.897473 1.533316 0.857649 -0.001 0.202 0.108
C 3.025331 0.533552 0.061244 0.950 -0.459 -0.002
C 1.657106 0.944454 -0.009549 -2.559 0.920 0.243
N 0.558608 1.328840 0.008515 4.063 -0.782 -0.219
H 3.588674 2.568484 0.675436 -0.015 -0.248 0.051
H 4.949725 1.463114 0.568516 -0.221 -0.205 -0.004
H 3.823933 1.322449 1.930235 -0.037 0.150 -0.248
H 3.390808 0.413843 -0.971290 -0.134 -0.012 0.324
H 3.032485 -0.454852 0.550177 0.137 0.214 -0.311
```
Positions in Å, forces in eV/Å.



3.
C10H17Cl3O2V | the ωB97M-V functional and the def2-TZVPD basis

Results
LUMO energy (spin up / spin down) = 5.39 / 5.37 eV
orbital gap (spin up / spin down) = 5.62 / 5.02 eV
2S+1 = 2
highest occupied orbital energy (spin up / spin down) = -0.23 / 0.35 eV
net charge = -2

```
33
Properties=species:S:1:pos:R:3:forces:R:3
C -0.654084 0.828525 -1.006373 1.114 -0.821 -1.730
C -1.517818 -0.248310 -0.579467 0.294 0.764 -0.588
C -0.686858 -1.371396 -0.229113 0.661 -0.190 -0.585
C -2.997339 -0.206332 -0.542325 -0.283 0.096 0.046
C 0.683301 -1.002318 -0.475954 0.426 0.451 -1.940
C 0.704348 0.349624 -0.961086 -0.906 -1.182 -2.281
C 1.912416 1.111270 -1.375183 0.335 0.366 0.271
C -1.072709 2.199917 -1.386915 -0.027 0.266 0.013
C -1.157061 -2.704355 0.218008 -0.152 -0.121 0.111
C 1.874556 -1.875274 -0.303724 0.269 -0.127 0.116
V -0.203823 0.241991 0.881780 -1.345 1.589 7.459
Cl -2.579976 0.453093 2.595718 -0.206 -0.306 -0.169
Cl -0.232974 2.527758 2.247676 -0.374 0.212 0.062
O 3.201480 0.835161 2.195418 -0.021 0.295 0.164
H -3.339166 0.770711 -0.197967 -0.104 -0.091 0.016
H -3.369527 -0.935540 0.175536 -0.126 0.069 -0.005
H -3.429444 -0.408639 -1.527401 -0.103 -0.069 -0.150
H -1.945413 -2.585358 0.963106 0.031 -0.158 0.100
H -0.333117 -3.266158 0.659097 -0.107 -0.018 0.110
H -1.557693 -3.282413 -0.622109 -0.050 -0.124 -0.038
H 1.722377 -2.565680 0.531861 0.168 0.191 0.002
H 2.759108 -1.261040 -0.099083 -0.119 -0.250 0.138
H 2.074533 -2.480473 -1.200174 -0.042 0.063 -0.020
H 2.813499 0.521549 -1.184891 -0.043 0.185 0.019
H 1.980210 2.042081 -0.798930 0.086 -0.115 -0.061
H 1.900282 1.374385 -2.442315 -0.136 -0.133 0.080
H -1.953561 2.487451 -0.808487 0.036 0.157 -0.029
H -1.320569 2.283067 -2.451316 -0.051 -0.028 -0.073
H -0.267884 2.908098 -1.173565 -0.098 0.017 0.082
H 2.595154 0.229084 2.671780 0.151 0.211 -0.387
O 1.139950 2.374680 1.354094 0.437 -0.463 -0.683
H 2.583033 1.570395 1.934636 0.087 -0.589 0.197
Cl 0.674757 -0.915547 2.937658 0.196 -0.145 -0.249
```
Positions in Å, forces in eV/Å.